The following is a DFT calculation (ωB97M-V/def2-TZVPD) of a 7-piece molecular cluster, C48H48F8N8O15P overall.

XYZ file:
```
128
Properties=species:S:1:pos:R:3:forces:R:3:mulliken_charge:R:1
P 0.95821 -0.53789 -0.87947 0.35 -0.55 -0.49 -0.3488
F -5.29675 1.02608 2.75094 -1.18 -0.64 -2.74 -0.2950
F -4.09307 -0.76136 -1.57565 -3.36 0.49 0.58 -0.0866
F -6.25651 -2.63156 -0.26690 0.16 3.03 -0.21 -0.3012
F -4.25351 -1.15277 1.24585 -3.56 1.56 -1.10 -0.1605
F -7.13214 1.30179 1.41885 2.45 -1.38 -0.23 -0.3225
F -7.61682 -0.81207 -0.45602 2.93 -0.59 0.62 -0.3044
F -6.33145 -1.39221 2.10245 1.15 1.33 -2.14 -0.3525
F -5.98543 0.44274 -2.24426 1.10 -2.17 1.82 -0.3160
O 4.41214 1.63064 1.93784 0.28 0.96 0.50 -0.6107
O 4.01958 6.55947 7.71115 -0.22 0.54 0.64 -0.6299
O 8.18977 2.95708 4.16578 0.12 0.58 0.08 -0.5814
O 0.24351 2.25689 1.76412 -0.26 -1.85 -2.85 -0.7694
O -3.01641 -2.17990 -3.34485 0.17 -0.55 -0.80 -0.4629
O 3.93004 7.27689 9.75094 -0.23 -0.07 -0.57 -0.6038
O 3.39077 3.53651 1.94233 0.42 -0.39 0.33 -0.5975
O -1.66992 -2.57255 -4.99020 -0.33 -0.20 0.19 -0.5613
O -0.85661 0.26096 1.82988 2.80 3.02 -4.46 -0.8258
O 1.53201 -5.24832 -2.69983 0.53 -0.10 -0.41 -0.5859
O -5.36618 -9.32262 -7.05216 -0.25 -0.02 -0.52 -0.6036
O 3.42184 -6.22225 -3.10115 -0.35 0.35 -0.17 -0.6230
O 7.46968 4.91185 3.58535 0.42 -0.31 0.37 -0.5983
O -3.58336 1.47462 0.24296 -1.59 1.30 -0.36 -0.0531
O -5.29046 -9.98501 -9.11021 -0.31 0.28 0.46 -0.5963
N -5.84418 -9.43014 -8.17301 0.58 -0.27 0.07 1.0267
N 1.07606 2.19455 -0.84896 0.28 -0.57 -0.03 -0.7220
N 2.54000 -5.41618 -3.36808 -0.18 -0.28 0.61 1.0346
N 4.01861 2.64604 2.49367 -0.21 0.00 -0.79 1.1017
N 8.18299 4.17572 4.25062 -0.57 -0.32 -0.53 1.0784
N -1.15795 1.14174 -1.32016 1.11 1.11 0.18 0.1163
N 3.46299 7.14655 8.62847 0.48 -0.20 0.19 0.9773
N -2.62194 -2.86107 -4.27732 0.25 0.65 0.37 0.9132
C -5.14269 -5.62197 -4.09064 0.21 0.05 -0.19 -0.8858
C 1.49726 8.44669 9.36840 0.02 0.04 0.10 -0.3501
C -4.45042 -4.45153 -3.79887 -0.05 0.06 0.04 -0.0426
C -1.83429 2.46239 -1.35539 -1.87 -0.34 -0.86 -0.9278
C -7.75728 -8.96847 -9.66601 0.02 -0.03 -0.10 -0.3647
C 2.99043 -3.09197 -6.88102 -0.03 -0.03 0.05 -0.4305
C -3.33902 -4.10579 -4.56514 -0.40 -0.74 -0.18 -0.0793
C 0.07976 1.14149 -0.49537 0.07 -0.45 1.73 0.4705
C 2.14967 7.73714 8.36178 -0.77 0.35 -0.18 0.0493
C -4.72199 -6.43838 -5.13640 -0.04 0.02 0.02 -0.1562
C 2.89101 -0.43808 1.33617 -0.99 -0.84 -0.27 -0.7872
C -9.00529 -8.39752 -9.89155 0.08 0.05 0.26 -0.4262
C -5.59465 -0.69623 1.06414 -0.30 -1.62 2.63 0.4944
C -0.31590 8.89056 7.84321 0.05 -0.02 0.00 -0.3623
C 3.96022 -4.03144 -6.54253 -0.22 0.04 0.13 -0.4293
C 10.77581 4.58832 6.91897 -0.15 0.20 -0.13 -0.4723
C -0.36981 -1.79884 -1.46002 -0.64 -0.13 0.53 -0.2993
C 5.06980 1.83253 4.57531 0.02 -0.06 -0.02 -0.2980
C 1.73286 -3.65751 -4.90444 -0.13 -0.02 0.11 0.0211
C 5.37752 2.00216 5.92157 -0.16 0.24 -0.08 -0.5409
C 4.32381 2.80727 3.91692 0.15 0.05 0.83 -0.0716
C 9.08427 6.18196 5.37479 -0.04 0.06 -0.03 -0.2830
C -5.77974 0.85836 1.39996 1.43 1.54 1.23 0.8773
C 9.93318 3.99549 5.98437 0.02 -0.09 0.02 -0.2762
C 3.82138 -4.78975 -5.38507 0.08 -0.06 -0.02 -0.3648
C -6.25360 -1.19029 -0.30673 -0.36 -1.04 -0.31 0.6315
C 3.87386 3.93927 4.59179 0.00 0.02 0.02 -0.4669
C -7.81786 -8.17562 -7.37624 0.03 0.02 0.06 -0.0734
C -7.16843 -8.84967 -8.40888 -0.77 0.36 -0.12 0.0612
C 10.76932 5.97004 7.08540 -0.01 -0.01 -0.02 -0.3610
C -2.90820 -4.92281 -5.60836 0.04 0.00 -0.06 -0.3005
C 0.33599 8.17198 6.84546 0.05 0.07 0.23 -0.5437
C -9.65440 -7.71416 -8.86736 0.03 -0.02 0.00 -0.3642
C 4.93734 3.13496 6.59990 0.03 -0.04 -0.05 -0.5444
C -9.06428 -7.60548 -7.61174 0.08 -0.11 -0.21 -0.5427
C 1.57382 7.59189 7.10107 0.06 -0.05 -0.08 -0.1883
C 1.88131 -2.90169 -6.06236 0.20 -0.15 -0.04 -0.4671
C 2.70298 -4.60162 -4.57490 0.09 0.50 -0.75 -0.1951
C 0.26116 9.02568 9.10278 0.11 -0.13 -0.21 -0.4270
C -0.16798 1.22558 1.09402 -2.98 -1.05 5.73 0.1596
C 1.66578 -1.30215 0.69272 0.77 -1.06 1.01 -0.6142
C -2.88441 2.68477 -0.13128 2.50 0.86 -0.32 -0.5884
C 9.08819 4.79726 5.22035 0.51 0.38 0.60 -0.0006
C -3.60514 -6.09306 -5.89130 -0.12 0.13 0.18 -0.7164
C -5.49874 -0.78397 -1.65118 0.69 -0.50 -2.48 0.3133
C 9.92814 6.76598 6.31370 0.04 -0.27 0.00 -0.4659
C 4.18329 4.10004 5.93855 0.03 -0.19 -0.15 -0.0330
C -4.94423 1.87057 0.50037 -0.01 1.46 0.18 -1.0540
H 3.84002 4.97938 6.47252 0.07 -0.32 -0.24 0.3498
H 4.58371 -5.51833 -5.13252 -0.23 0.06 0.14 0.4370
H 2.07283 7.03705 6.31398 0.06 0.04 0.23 0.4756
H 1.89047 1.99972 -0.22870 -0.72 0.41 -0.65 0.2689
H -9.47142 -8.48157 -10.86756 0.10 -0.02 0.10 0.3652
H 2.43609 0.28059 2.09310 0.76 -0.75 -1.21 0.1424
H -10.62518 -7.26293 -9.04916 0.12 -0.06 0.03 0.3684
H -9.57541 -7.07292 -6.81663 0.10 -0.08 -0.07 0.3704
H -7.26052 -9.49548 -10.47316 0.09 0.05 0.25 0.4321
H -0.83812 0.87489 -2.27348 -0.52 0.50 0.76 0.3097
H 1.93608 8.55915 10.35357 0.10 -0.13 -0.21 0.4229
H 4.82383 -4.17455 -7.18375 -0.08 -0.01 0.11 0.3604
H 11.43572 3.97282 7.52128 -0.10 0.03 -0.09 0.3626
H -2.04123 -4.66311 -6.20595 -0.10 0.14 0.21 0.4901
H -0.11982 8.06732 5.86666 0.10 -0.04 0.11 0.3834
H -1.43348 -1.46002 -1.22690 1.45 -0.33 -0.21 -0.0626
H 3.09941 -2.50545 -7.78850 0.00 -0.05 0.12 0.3678
H -0.25242 9.58574 9.87724 0.10 -0.09 -0.06 0.3603
H -4.88509 2.85933 1.10337 -0.55 -1.66 -0.55 0.5874
H 9.92812 7.84280 6.44657 -0.04 -0.13 -0.05 0.3671
H 0.86181 -3.50073 -4.27691 0.19 -0.12 0.04 0.4153
H -5.26800 -7.34876 -5.36516 0.14 0.07 0.02 0.4630
H 0.88101 -1.59659 1.48154 1.06 0.86 -1.13 0.3690
H 8.43349 6.81306 4.77980 0.00 -0.28 0.00 0.4418
H -2.49753 2.45821 -2.30679 1.10 -0.04 1.33 0.3608
H 3.28828 4.69959 4.08676 0.08 -0.26 -0.14 0.4603
H 2.15594 -2.30431 0.37285 -0.91 1.52 0.04 0.3913
H 0.77222 3.13671 -0.56770 -0.09 -0.81 0.29 0.3180
H -0.28329 -1.93642 -2.59714 -0.01 0.05 1.74 0.0562
H -1.14394 3.36576 -1.46430 -0.85 -1.03 0.44 0.3019
H 1.12987 -2.16599 -6.32904 0.05 -0.10 0.13 0.4564
H -1.27872 9.34870 7.63786 0.11 -0.07 0.02 0.3660
H 11.42275 6.42899 7.82141 -0.07 -0.05 -0.09 0.3604
H 3.59774 -1.15596 1.88876 -1.02 1.06 -0.73 0.3308
H -5.49054 2.16781 -0.47791 0.56 -0.93 1.45 0.2816
H 5.41899 0.94561 4.05853 -0.15 0.22 -0.13 0.4853
H -6.01327 -5.89704 -3.50420 0.12 0.07 -0.02 0.3815
H -2.24756 3.05990 0.74992 -1.14 -0.68 -0.92 0.2540
H -5.76105 -1.59470 -2.43151 0.35 1.26 1.32 0.0022
H 3.49551 0.08176 0.50970 -1.08 -0.70 1.34 0.2493
H -3.56590 3.54386 -0.47152 0.65 -1.33 0.48 0.5164
H -0.19253 -2.77591 -0.87877 -0.16 1.32 -1.10 0.4235
H -4.78826 -3.82418 -2.98133 0.24 0.01 -0.12 0.5226
H 5.18395 3.26711 7.64956 -0.04 0.00 -0.10 0.4202
H -7.36901 -8.08376 -6.39359 0.09 -0.11 -0.22 0.3640
H 5.96394 1.25190 6.44208 -0.07 0.05 -0.11 0.3998
H -3.28017 -6.73515 -6.70332 -0.01 0.08 0.10 0.3923
H 9.94529 2.91752 5.86644 -0.17 0.18 -0.13 0.4376
```
Positions in Å, forces in eV/Å.

- electronic energy (eV) = -124196.62668
- frontier orbital gap (eV) = 3.793
- HOMO energy (eV) = -3.6326
- net charge = -1